DFT (ωB97M-V/def2-TZVPD) results for a single CN2O3S molecule.

Results
Max |F|: 0.1096 hartree/bohr
Multiplicity: 3
<S²>: 2.02
DFT total energy: -20985.74790 eV
HOMO level (spin up / spin down): -7.8976 / -11.8240 eV
ΔE to the lowest compared entry with this formula, charge and spin: 96.8 kcal per mole
LUMO level (spin up / spin down): 0.28 / -4.19 eV
Kohn-Sham gap (spin up / spin down): 8.18 / 7.63 eV

Last column: Löwdin charge in e.
Element x y z (Å)
C1 -1.8810 -0.4078 -0.8730  -0.5845
N1 -2.3147 -0.9644 -1.7682  0.1225
N2 1.4964 0.1967 0.5398  -0.5061
O1 0.1310 0.1441 0.9782  -0.4148
O2 1.7475 -0.5123 -0.3596  0.1426
O3 2.1463 0.8728 1.1740  0.1875
S1 -1.3255 0.6709 0.3087  1.0528

DFT (ωB97M-V/def2-TZVPD) results for a molecular structure, H22O11.

Results
Max |F|: 0.2121 hartree/bohr
DFT total energy: -22871.76495 eV
HOMO level: -7.2507 eV
ΔE to the lowest compared entry with this formula, charge and spin: 224.8 kcal per mole
LUMO level: -0.21 eV
Kohn-Sham gap: 7.04 eV

Last column: Löwdin charge in e.
Element x y z (Å)
H1 0.9130 0.4844 0.7910  0.0706
H2 -0.0444 0.4372 -0.3541  0.0422
H3 4.3040 2.7673 0.4021  0.0795
H4 3.6781 2.6775 1.7761  0.0277
H5 -2.6916 -0.6340 -0.5515  0.0217
H6 -3.7970 0.1926 -0.0340  0.0679
H7 -0.3897 1.0493 3.1578  0.0376
H8 -1.9474 1.2576 3.4525  0.0798
H9 2.1536 -2.1592 -0.6358  0.0355
H10 2.0338 -3.5065 -0.3067  0.0109
H11 -3.7465 -1.2640 1.5153  -0.0044
H12 -2.4432 -1.8384 1.0048  0.0892
H13 -1.4049 2.3658 0.1065  -0.0205
H14 -1.1864 1.0506 0.8514  -0.0008
H15 -0.6955 0.1108 -2.7042  0.0719
H16 0.4316 0.1860 -3.6456  -0.0176
H17 2.0304 1.0760 -2.1939  0.0344
H18 2.5361 1.0568 -0.7739  -0.0892
H19 -3.6825 0.0606 -3.5523  0.0673
H20 -2.4705 -0.8548 -3.4686  -0.0253
H21 2.6957 -2.2386 2.1344  0.0093
H22 3.5767 -1.8424 3.2582  0.0769
O1 0.4704 1.0638 0.1522  -0.0281
O2 3.9012 2.1052 1.0392  -0.0750
O3 -2.8589 0.1825 -0.1436  -0.1320
O4 -1.2230 1.3452 2.7824  -0.0663
O5 2.0007 -3.0078 -1.1160  -0.0548
O6 -2.9982 -1.0481 1.1014  -0.0430
O7 -1.8034 1.7571 0.6215  -0.1047
O8 0.2053 -0.2821 -2.9137  -0.0141
O9 2.7634 0.8148 -1.6012  -0.0296
O10 -3.3156 -0.7399 -3.1199  -0.0305
O11 3.0048 -2.6253 2.9683  -0.0863

DFT (ωB97M-V/def2-TZVPD) results for 2 unconnected molecules or ions with the total composition CH4BrFSi.

Results
Max |F|: 0.0991 hartree/bohr
DFT total energy: -81739.53765 eV
HOMO level: -10.9962 eV
ΔE to the lowest compared entry with this formula, charge and spin: 67.2 kcal per mole
LUMO level: -0.06 eV
Kohn-Sham gap: 10.93 eV

Last column: Löwdin charge in e.
Element x y z (Å)
C1 -0.7763 0.5795 0.4629  -0.2772
F1 0.3116 -2.4872 0.0971  -0.5512
Si1 0.4697 -0.2737 -0.5891  0.4042
Br1 2.4694 0.3238 0.1418  0.3361
H1 -0.4287 0.8900 1.3996  -0.0012
H2 -0.9971 1.4837 -0.2094  0.0561
H3 -1.7631 0.0126 0.7036  0.0848
H4 0.7146 -0.5287 -2.0066  -0.0515

DFT (ωB97M-V/def2-TZVPD) results for a single C7H10FO2P molecule.

Results
SMILES string: C#C[C@@H]1C[C@@H](F)[P@](=O)(OC)C1
Max |F|: 0.0925 hartree/bohr
DFT total energy: -23520.69839 eV
HOMO level: -10.2420 eV
ΔE to the lowest compared entry with this formula, charge and spin: 0.0 kcal per mole
LUMO level: 0.72 eV
Kohn-Sham gap: 10.96 eV

Last column: Löwdin charge in e.
Element x y z (Å)
C1 3.2955 2.4577 -0.6414  0.1408
C2 2.5540 1.5703 -0.4347  -0.1358
C3 1.7649 0.4166 -0.1575  -0.4136
C4 1.2398 -0.2525 -1.5150  -0.0659
C5 0.1990 -1.3447 -0.9854  -0.2683
F1 0.9225 -2.5826 -1.0293  -0.0781
P1 -0.3262 -0.8979 0.7557  0.6157
O1 -0.0327 -1.7803 1.8914  -0.2691
O2 -1.8785 -0.5865 0.4905  -0.2889
C6 -2.7918 -1.6776 0.5780  -0.1350
C7 0.5437 0.6652 0.6891  -0.1947
H1 4.1275 3.0779 -0.6704  0.0207
H2 2.4084 -0.2514 0.3593  0.1417
H3 0.7684 0.6300 -2.0718  0.1430
H4 1.9415 -0.7045 -2.1123  0.0800
H5 -0.7026 -1.4355 -1.6321  0.1261
H6 -3.5180 -1.5629 1.4841  0.1177
H7 -2.2823 -2.6562 0.7597  0.0887
H8 -3.4397 -1.7692 -0.3253  0.0899
H9 1.0722 1.1531 1.5477  0.1290
H10 -0.0871 1.4421 0.0490  0.1559

DFT (ωB97M-V/def2-TZVPD) results for a single C4H8O molecule.

Results
SMILES string: CC1(O)CC1
Max |F|: 0.0090 hartree/bohr
DFT total energy: -6324.19796 eV
HOMO level: -9.8094 eV
ΔE to the lowest compared entry with this formula, charge and spin: 22.4 kcal per mole
LUMO level: 1.03 eV
Kohn-Sham gap: 10.84 eV

Last column: Löwdin charge in e.
Element x y z (Å)
C1 -1.2036 -0.6406 0.5924  -0.0193
C2 -0.1465 0.0127 -0.2631  -0.5894
O1 -0.6758 0.4216 -1.5020  -0.0066
C3 1.2623 -0.4647 -0.3341  -0.0757
C4 0.9510 0.8587 0.3297  -0.0753
H1 -0.9216 -0.7914 1.6391  0.0844
H2 -1.5325 -1.6037 0.1822  0.0866
H3 -2.0430 0.0547 0.5484  0.0780
H4 -1.2490 1.1897 -1.3583  0.1030
H5 1.5703 -1.3001 0.2902  0.1054
H6 1.7117 -0.4344 -1.3205  0.1063
H7 1.0589 0.9371 1.4103  0.1007
H8 1.2177 1.7606 -0.2142  0.1019

DFT (ωB97M-V/def2-TZVPD) results for 2 unconnected molecules or ions with the total composition C5H8N2.

Results
Max |F|: 0.0221 hartree/bohr
DFT total energy: -8289.46286 eV
HOMO level (spin up / spin down): -8.5548 / -8.5544 eV
ΔE to the lowest compared entry with this formula, charge and spin: 127.6 kcal per mole
LUMO level (spin up / spin down): -0.06 / -0.06 eV
Kohn-Sham gap (spin up / spin down): 8.49 / 8.49 eV

Last column: Löwdin charge in e.
Element x y z (Å)
C1 2.2890 0.4065 1.3489  -0.2336
C2 1.0190 1.1290 1.1558  0.0704
C3 -0.7708 0.0035 -1.4398  -0.2080
C4 0.6171 0.3251 -1.7133  -0.2198
N1 1.6985 0.5846 -2.0346  0.1547
N2 -1.0842 -0.7948 -0.5121  -0.0024
C5 -2.4932 -1.0708 -0.3403  -0.1276
H1 2.5639 -0.2640 0.5295  0.0432
H2 3.1490 1.0150 1.6642  0.0745
H3 2.0438 -0.2183 2.2347  0.0990
H4 0.9844 1.8801 1.9759  -0.0049
H5 -1.4972 0.4809 -2.1102  0.1176
H6 -3.1439 -0.5312 -1.0457  0.0744
H7 -2.7819 -0.8116 0.6835  0.0814
H8 -2.6485 -2.1477 -0.4596  0.0810

DFT (ωB97M-V/def2-TZVPD) results for 2 unconnected molecules or ions with the total composition C4H12N3.

Results
Max |F|: 0.0243 hartree/bohr
DFT total energy: -8805.97092 eV
HOMO level: -13.4883 eV
ΔE to the lowest compared entry with this formula, charge and spin: 40.7 kcal per mole
LUMO level: -2.90 eV
Charge: +1
Kohn-Sham gap: 10.58 eV

Last column: Löwdin charge in e.
Element x y z (Å)
C1 1.3777 -2.7699 -0.9218  -0.0697
C2 1.0311 -1.6606 0.0221  -0.1204
C3 -0.2053 -1.3422 0.3540  -0.0946
N1 -0.4862 -0.2493 1.3211  0.1783
H1 0.5985 -2.9243 -1.6701  0.0868
H2 2.2841 -2.5333 -1.4742  0.0848
H3 1.4873 -3.7032 -0.3711  0.0937
H4 1.8805 -1.1700 0.4916  0.1242
H5 -1.0920 -1.7857 -0.0756  0.1295
H6 0.1862 0.5376 1.1614  0.1062
H7 -1.3975 0.1558 1.1263  0.1421
H8 -0.4374 -0.6238 2.2660  0.1706
N2 -1.7121 2.4325 -0.7028  0.1026
C4 -0.4124 2.5537 -0.3662  -0.3540
N3 -0.0054 2.4459 0.8538  0.0184
H9 -1.9550 2.6115 -1.6565  0.0985
H10 -2.4166 2.7485 -0.0481  0.1143
H11 0.3020 2.5501 -1.1912  0.1321
H12 0.9725 2.7268 0.8812  0.0566

DFT (ωB97M-V/def2-TZVPD) results for 6 unconnected molecules or ions with the total composition H12O6.

Results
SMILES string: O.O.O.O.O.O
Max |F|: 0.0285 hartree/bohr
DFT total energy: -12479.61081 eV
HOMO level: -11.0882 eV
ΔE to the lowest compared entry with this formula, charge and spin: 34.7 kcal per mole
LUMO level: 0.19 eV
Kohn-Sham gap: 11.27 eV

Last column: Löwdin charge in e.
Element x y z (Å)
O1 -1.4921 -1.1710 0.6650  -0.0729
H1 -1.8210 -1.3658 -0.2284  0.0562
H2 -2.1209 -0.4296 0.7399  0.0265
O2 1.5004 -1.3768 1.2556  -0.0556
H3 0.6547 -0.9709 1.0258  -0.0009
H4 1.4024 -2.2722 1.5767  0.0358
O3 -0.6812 1.1151 2.8247  -0.0546
H5 -1.1603 0.2960 2.6385  0.0139
H6 -1.4386 1.7137 2.8333  0.0389
O4 0.4502 1.9928 -2.1982  -0.0535
H7 1.0821 1.6388 -2.8394  0.0489
H8 1.0180 2.4818 -1.5850  0.0552
O5 -1.9633 1.3855 -0.6085  -0.0693
H9 -1.0171 1.1880 -0.6374  0.0146
H10 -2.1962 1.4526 -1.5464  0.0484
O6 2.8666 -1.9709 -1.5565  -0.0627
H11 2.4610 -1.1145 -1.4041  0.0149
H12 2.4553 -2.5924 -0.9555  0.0161